one:
C18H45ClN3O6 | ωB97M-V/def2-TZVPD

The charge is -1. The orbital gap comes out at 6.436 eV. The calculation puts the lowest unoccupied orbital energy at 2.745 eV.

Element x y z (Å)
Cl 0.001 -2.301 0.996
C 1.269 0.577 -1.095
O -0.094 0.923 -1.064
C -0.238 2.316 -0.909
C -1.726 2.639 -0.840
N -2.516 1.709 -0.038
C -1.950 1.592 1.310
C -2.844 0.750 2.180
O -2.925 -0.557 1.667
C -3.173 -1.506 2.663
H 1.984 1.143 -0.491
H 1.617 0.792 -2.128
H 1.301 -0.507 -0.996
H 0.267 2.847 -1.725
H 0.218 2.702 0.014
H -2.046 2.671 -1.888
H -1.905 3.642 -0.419
H -3.410 2.160 0.131
H -1.912 2.581 1.791
H -0.949 1.187 1.378
H -3.825 1.207 2.378
H -2.349 0.696 3.160
H -2.294 -1.697 3.287
H -3.412 -2.471 2.214
H -4.053 -1.254 3.275
C -0.606 2.986 4.098
O 0.118 2.200 3.169
C 0.891 1.181 3.760
C 1.801 0.530 2.727
N 2.692 1.590 2.224
C 3.871 1.093 1.538
C 4.697 2.257 1.004
O 3.848 2.947 0.085
C 4.518 3.896 -0.725
H -1.390 2.328 4.491
H -1.023 3.807 3.520
H 0.026 3.357 4.911
H 0.234 0.400 4.173
H 1.433 1.556 4.637
H 1.233 0.038 1.927
H 2.351 -0.303 3.167
H 2.199 2.141 1.530
H 3.665 0.488 0.644
H 4.494 0.507 2.219
H 5.545 1.840 0.449
H 5.008 2.996 1.750
H 4.671 3.546 -1.748
H 5.520 4.105 -0.336
H 3.929 4.810 -0.672
C -0.879 0.267 -4.647
O -0.513 -0.695 -3.679
C 0.485 -1.560 -4.125
C 0.653 -2.729 -3.160
N -0.638 -3.330 -2.836
C -0.415 -4.422 -1.891
C -1.704 -5.066 -1.418
O -2.502 -4.097 -0.791
C -3.719 -4.586 -0.337
H -1.347 1.117 -4.152
H -1.655 -0.232 -5.241
H -0.082 0.624 -5.305
H 1.440 -1.031 -4.257
H 0.281 -1.987 -5.123
H 1.062 -2.361 -2.217
H 1.357 -3.440 -3.618
H -0.930 -3.781 -3.705
H 0.175 -4.081 -1.034
H 0.172 -5.265 -2.301
H -1.552 -5.887 -0.706
H -2.171 -5.522 -2.308
H -4.267 -3.839 0.244
H -3.580 -5.427 0.355
H -4.433 -4.811 -1.142

Results of the Mulliken charge analysis, in e, for atoms 1 through 8: -0.79, -0.10, 0.06, -0.34, -1.00, -0.27, 0.23, -0.85


two:
C18H45ClN3O6 | ωB97M-V/def2-TZVPD

The charge is -1. The orbital gap comes out at 6.094 eV. The calculation puts the lowest unoccupied orbital energy at 2.904 eV.

Element x y z (Å)
Cl -15.456 19.533 12.243
C -8.806 20.308 15.620
O -10.028 20.729 16.088
C -10.145 20.935 17.523
C -11.476 21.480 17.855
N -12.571 20.756 17.171
C -13.887 21.239 17.496
C -15.032 20.402 16.880
O -14.691 20.214 15.517
C -15.665 19.579 14.704
H -7.964 20.985 15.763
H -8.854 20.246 14.532
H -8.458 19.323 15.931
H -9.350 21.562 17.927
H -9.915 20.020 18.070
H -11.548 22.538 17.605
H -11.553 21.339 18.933
H -12.544 19.757 17.318
H -14.071 22.263 17.173
H -13.960 21.146 18.580
H -15.964 20.966 16.836
H -15.221 19.423 17.320
H -15.400 19.355 13.671
H -16.550 20.210 14.782
H -15.962 18.611 15.106
C -15.046 23.379 15.895
O -14.314 22.591 14.933
C -14.951 22.507 13.734
C -13.939 22.053 12.643
N -13.523 20.691 12.937
C -12.621 20.144 11.929
C -11.322 20.980 11.792
O -10.702 21.050 13.085
C -9.659 22.013 13.110
H -15.955 22.884 16.239
H -15.392 24.361 15.571
H -14.416 23.614 16.753
H -15.416 23.445 13.433
H -15.696 21.727 13.889
H -13.164 22.816 12.568
H -14.344 21.984 11.633
H -14.384 20.188 12.776
H -13.077 20.050 10.943
H -12.460 19.104 12.214
H -11.485 21.925 11.273
H -10.661 20.357 11.190
H -8.786 21.636 12.578
H -9.335 22.077 14.149
H -9.962 23.009 12.786
C -14.250 23.903 9.431
O -14.741 22.633 9.030
C -14.292 21.547 9.741
C -14.708 20.242 9.154
N -14.265 19.090 9.925
C -12.907 18.734 9.812
C -12.508 17.460 10.539
O -13.103 16.252 9.998
C -12.377 15.679 8.887
H -14.286 24.044 10.512
H -14.832 24.706 8.979
H -13.252 24.193 9.102
H -14.478 21.640 10.811
H -13.205 21.619 9.705
H -14.195 20.224 8.192
H -15.768 20.264 8.902
H -14.714 19.005 10.825
H -12.235 19.565 10.030
H -12.727 18.574 8.749
H -12.722 17.430 11.607
H -11.426 17.502 10.667
H -12.287 16.369 8.048
H -13.141 15.014 8.484
H -11.431 15.187 9.113

Results of the Mulliken charge analysis, in e, for atoms 1 through 8: -0.73, -0.99, -0.05, -0.75, -0.64, 0.01, -0.04, -0.98


Ranked by calculated energy, most stable first: one, two.


one:
C5H12N2O2 | ωB97M-V/def2-TZVPD

As for the structure (SMILES): CNC(C)=O.CC(N)=O. The charge is 0. The orbital gap comes out at 10.444 eV. The calculation puts the lowest unoccupied orbital energy at 0.942 eV.

Element x y z (Å)
C 0.146 2.617 1.499
N 0.623 2.144 0.214
C -0.178 1.404 -0.601
C 0.452 0.979 -1.910
O -1.326 1.112 -0.280
H 0.948 3.191 1.992
H -0.134 1.773 2.151
H -0.732 3.273 1.377
H 1.575 2.367 -0.089
H 1.345 0.356 -1.735
H -0.281 0.389 -2.486
H 0.747 1.856 -2.510
C 0.183 -3.331 0.448
C -0.026 -1.852 0.203
N -1.332 -1.477 0.057
O 0.891 -1.046 0.140
H 1.263 -3.532 0.552
H -0.206 -3.928 -0.394
H -0.325 -3.653 1.372
H -2.097 -2.153 0.111
H -1.534 -0.488 -0.111

Results of the natural (NBO) charge analysis, in e, for atoms 1 through 8: -0.41, -0.61, 0.73, -0.72, -0.68, 0.20, 0.21, 0.20


two:
C5H12N2O2 | ωB97M-V/def2-TZVPD

As for the structure (SMILES): CCC(N)=O.CC(N)=O. The charge is 0. The orbital gap comes out at 10.040 eV. The calculation puts the lowest unoccupied orbital energy at 0.729 eV.

Element x y z (Å)
C 0.613 -0.020 -2.651
C -0.008 -1.418 -2.350
C -1.105 -1.342 -1.352
N -2.319 -1.857 -1.684
O -0.945 -0.775 -0.280
H 1.221 -0.144 -3.525
H 0.997 0.385 -1.715
H -0.172 0.657 -2.959
H -0.379 -1.710 -3.350
H 0.771 -2.103 -2.014
H -3.077 -1.781 -1.036
H -2.395 -2.385 -2.526
C -0.411 1.371 1.674
C 1.034 1.489 2.095
N 1.443 0.514 2.999
O 1.878 2.313 1.803
H -1.086 2.014 2.246
H -0.769 0.392 1.955
H -0.572 1.546 0.616
H 2.372 0.699 3.423
H 1.176 -0.440 3.032

Results of the natural (NBO) charge analysis, in e, for atoms 1 through 8: -0.59, -0.50, 0.67, -0.81, -0.65, 0.21, 0.23, 0.20


three:
C5H12N2O2 | ωB97M-V/def2-TZVPD

As for the structure (SMILES): COC(C)(C)O/C=N\N. The charge is 0. The orbital gap comes out at 9.060 eV. The calculation puts the lowest unoccupied orbital energy at 0.831 eV.

Element x y z (Å)
C -1.483 -1.080 -1.153
O -1.349 -0.648 0.149
C -0.100 -0.367 0.724
C -0.462 0.062 2.124
C 0.895 -1.617 0.670
O 0.452 0.806 0.096
C 1.072 0.823 -1.052
N 1.195 1.852 -1.777
N 0.661 2.964 -1.140
H -2.531 -1.388 -1.215
H -0.858 -2.006 -1.439
H -1.315 -0.369 -1.934
H 0.409 0.217 2.745
H -1.074 -0.663 2.682
H -0.977 1.041 2.134
H 0.588 -2.363 1.350
H 0.961 -2.135 -0.275
H 1.898 -1.320 0.842
H 1.617 -0.090 -1.306
H 0.363 3.668 -1.793
H 0.038 2.611 -0.430

Results of the natural (NBO) charge analysis, in e, for atoms 1 through 8: -0.25, -0.54, 0.55, -0.63, -0.67, -0.55, 0.30, -0.29


Ranked by calculated energy, most stable first: one, two, three.


one:
C5H12N2O2 | ωB97M-V/def2-TZVPD

As for the structure (SMILES): C=C[C@@](C)(O)N(C)ON. The charge is 0. The orbital gap comes out at 9.791 eV. The calculation puts the lowest unoccupied orbital energy at 0.825 eV.

Element x y z (Å)
C 0.311 -1.527 -1.986
C -0.053 -1.382 -0.696
C -0.771 -0.173 -0.067
C -1.382 0.779 -1.104
O -1.853 -0.748 0.669
N 0.141 0.607 0.771
C 0.176 0.201 2.168
O 1.496 0.097 0.210
N 2.437 1.099 -0.127
H 0.321 -0.693 -2.679
H 0.688 -2.474 -2.355
H 0.037 -2.239 -0.034
H -1.958 1.567 -0.604
H -2.075 0.239 -1.758
H -0.623 1.265 -1.724
H -2.365 -0.001 1.013
H 0.987 0.728 2.682
H -0.753 0.489 2.674
H 0.312 -0.876 2.311
H 1.873 1.941 -0.046
H 3.054 1.101 0.681

Results of the natural (NBO) charge analysis, in e, for atoms 1 through 8: -0.39, -0.16, 0.32, -0.63, -0.70, -0.20, -0.43, -0.32


two:
C5H12N2O2 | ωB97M-V/def2-TZVPD

The charge is 0. The orbital gap comes out at 10.253 eV. The calculation puts the lowest unoccupied orbital energy at 0.833 eV.

Element x y z (Å)
C -0.601 1.548 -0.369
C 0.827 -2.136 1.920
C -0.150 1.806 -1.811
C -2.080 1.152 -0.296
N 1.357 -1.156 0.969
N 0.249 0.546 0.275
C 0.335 -0.703 -0.121
O 2.543 -1.650 0.362
O -0.064 -1.463 -0.979
H 2.218 -2.169 -0.397
H 1.209 0.095 1.136
H -0.458 2.464 0.209
H 0.515 -3.037 1.388
H 1.601 -2.377 2.647
H -0.032 -1.689 2.420
H -0.273 0.905 -2.415
H -0.744 2.606 -2.259
H 0.900 2.100 -1.839
H -2.708 1.939 -0.719
H -2.256 0.232 -0.858
H -2.385 0.988 0.739

Results of the natural (NBO) charge analysis, in e, for atoms 1 through 8: -0.04, -0.43, -0.62, -0.62, -0.22, -0.68, 0.74, -0.55


Ranked by calculated energy, most stable first: two, one.